[1]
C43H49EuI2N7OPS2 | the ωB97M-V functional and the def2-TZVPD basis

## Properties
<S²>: 12.011
HOMO energy (alpha / beta): -7.13 / -7.14 eV
Spin multiplicity: 7
E_tot: -4570.121405 Eh
HOMO-LUMO gap (alpha / beta): 6.46 / 7.03 eV
LUMO energy (alpha / beta): -0.668 / -0.110 eV

Last column: Löwdin charge in e.
Geometry (Å):
Eu 1.051 0.486 0.480  1.931
N 0.087 -1.780 1.195  -0.089
C -0.695 -1.889 2.432  -0.222
C -1.774 -0.818 2.458  -0.173
N -1.281 0.530 2.133  -0.204
C -2.255 1.282 1.323  -0.186
C -2.506 0.683 -0.051  -0.215
N -1.256 0.450 -0.796  -0.051
C -1.001 1.291 3.356  -0.190
C 0.247 0.803 4.069  -0.216
N 1.383 0.796 3.129  -0.018
H -0.507 -2.097 0.419  -0.061
H 0.845 -2.450 1.237  0.058
H -0.016 -1.793 3.277  0.094
H -1.190 -2.861 2.515  0.114
H -2.271 -0.823 3.435  0.131
H -2.522 -1.098 1.719  0.087
H -1.845 2.284 1.188  0.090
H -3.217 1.379 1.848  0.135
H -3.162 1.371 -0.585  0.125
H -3.056 -0.257 0.016  0.084
H -1.192 1.129 -1.546  0.061
H -1.331 -0.468 -1.250  -0.059
H -1.851 1.245 4.049  0.131
H -0.857 2.336 3.086  0.095
H 0.101 -0.200 4.467  0.098
H 0.429 1.466 4.917  0.121
H 2.198 0.414 3.591  0.072
H 1.604 1.776 2.952  0.032
I 7.872 -0.096 -3.924  0.835
C 6.235 0.262 -2.677  -0.730
C 6.431 0.946 -1.457  -0.244
C 5.346 1.168 -0.665  -0.622
I 5.584 2.180 1.161  0.911
C 4.007 0.738 -1.018  -0.393
O 3.004 0.965 -0.216  -0.371
C 3.860 0.038 -2.265  -0.166
C 2.508 -0.446 -2.729  -0.140
N 1.698 -1.095 -1.675  -0.110
C 2.314 -2.366 -1.229  -0.153
C 3.393 -2.154 -0.192  -0.272
C 4.705 -2.541 -0.431  -0.011
C 5.665 -2.322 0.540  -0.038
C 5.273 -1.751 1.741  -0.064
C 3.945 -1.407 1.899  -0.147
N 3.012 -1.585 0.960  0.052
C 4.947 -0.184 -3.064  -0.123
H 7.412 1.289 -1.162  0.080
H 1.938 0.397 -3.127  0.109
H 2.664 -1.146 -3.554  0.125
H 0.810 -1.360 -2.102  0.007
H 1.516 -2.980 -0.810  0.077
H 2.734 -2.911 -2.079  0.129
H 4.967 -2.982 -1.384  0.123
H 6.700 -2.580 0.358  0.118
H 5.983 -1.561 2.533  0.108
H 3.605 -0.973 2.832  0.089
H 4.815 -0.717 -3.998  0.102
S -2.807 -4.829 -3.740  0.179
P -2.918 -3.572 -2.249  0.007
S -1.200 -2.689 -1.640  0.324
C -4.013 -2.153 -2.630  -0.382
C -4.972 -1.652 -1.756  -0.099
C -5.684 -0.503 -2.087  -0.096
C -5.441 0.148 -3.286  -0.097
C -4.493 -0.358 -4.169  -0.082
C -3.786 -1.505 -3.845  -0.116
C -3.609 -4.329 -0.755  -0.360
C -3.572 -3.614 0.522  -0.119
C -4.026 -4.211 1.675  -0.116
C -4.515 -5.515 1.634  -0.062
C -4.542 -6.237 0.371  -0.065
C -4.092 -5.646 -0.782  -0.120
H -5.182 -2.165 -0.825  0.092
H -6.433 -0.121 -1.403  0.101
H -5.998 1.042 -3.540  0.099
H -4.311 0.144 -5.112  0.102
H -3.057 -1.923 -4.529  0.088
H -3.181 -2.607 0.536  0.047
H -4.002 -3.668 2.613  0.097
H -4.875 -5.990 2.538  0.091
H -4.917 -7.252 0.343  0.097
H -4.100 -6.179 -1.724  0.062
C 0.517 5.280 3.925  -0.103
C 1.702 4.646 3.580  -0.088
C 1.795 3.917 2.400  -0.070
C 0.698 3.767 1.540  -0.344
C -0.479 4.454 1.885  -0.085
C -0.566 5.188 3.057  -0.087
N 0.814 2.920 0.430  -0.089
C 0.484 3.419 -0.814  -0.309
C 0.104 4.746 -1.103  -0.035
C -0.262 5.128 -2.383  -0.094
C -0.246 4.230 -3.444  -0.115
C 0.214 2.944 -3.203  -0.101
C 0.589 2.559 -1.928  -0.115
H 0.444 5.861 4.835  0.097
H 2.571 4.739 4.223  0.103
H 2.744 3.486 2.092  0.065
H -1.340 4.390 1.232  0.109
H -1.495 5.691 3.300  0.104
H 0.111 5.489 -0.319  0.100
H -0.560 6.155 -2.558  0.101
H -0.551 4.536 -4.436  0.094
H 0.302 2.241 -4.025  0.103
H 1.036 1.584 -1.777  0.028

Forces on atoms 1 to 2 (eV/Å):
-0.7 -0.4 0.4
-0.4 -0.2 0.0

[2]
C43H49N4 | the ωB97M-V functional and the def2-TZVPD basis

## Properties
HOMO energy: -10.01 eV
Spin multiplicity: 1
E_tot: -1886.770532 Eh
HOMO-LUMO gap: 5.86 eV
Net charge: +1
LUMO energy: -4.150 eV

Last column: Löwdin charge in e.
Geometry (Å):
C -7.215 -0.632 -1.513  -0.051
C -5.743 -0.394 -1.628  -0.267
C -5.220 0.892 -1.486  -0.006
C -3.852 1.140 -1.567  -0.184
C -3.418 2.577 -1.515  -0.047
C -2.967 0.053 -1.761  -0.133
N -1.593 0.390 -1.997  -0.055
C -0.430 -0.419 -1.627  -0.229
N 0.648 0.333 -2.311  -0.026
C 2.000 -0.062 -2.287  -0.163
C 2.421 -1.384 -2.554  -0.187
C 1.539 -2.393 -3.242  -0.025
C 3.707 -1.736 -2.136  -0.005
C 4.570 -0.803 -1.546  -0.264
C 5.862 -1.245 -0.936  -0.042
C 4.200 0.544 -1.542  -0.002
C 2.928 0.939 -1.938  -0.188
C 2.521 2.380 -1.933  -0.037
C 0.131 0.991 -3.495  -0.113
C -1.369 0.933 -3.335  -0.113
C -3.488 -1.228 -2.035  -0.184
C -2.668 -2.368 -2.563  -0.036
C -4.867 -1.437 -1.924  -0.006
H -7.455 -1.672 -1.749  0.077
H -7.570 -0.416 -0.499  0.087
H -7.772 0.018 -2.197  0.087
H -5.907 1.725 -1.332  0.129
H -2.342 2.701 -1.643  0.050
H -3.923 3.165 -2.299  0.099
H -3.695 3.038 -0.554  0.081
H 2.048 -3.367 -3.315  0.087
H 0.616 -2.598 -2.676  0.036
H 1.259 -2.071 -4.257  0.096
H 4.046 -2.768 -2.260  0.123
H 6.500 -0.377 -0.745  0.081
H 5.698 -1.754 0.022  0.065
H 6.397 -1.942 -1.590  0.086
H 4.900 1.305 -1.191  0.122
H 3.266 2.968 -1.384  0.081
H 2.460 2.787 -2.955  0.089
H 1.543 2.532 -1.451  0.075
H 0.482 2.028 -3.582  0.111
H 0.458 0.453 -4.400  0.129
H -1.809 0.248 -4.086  0.131
H -1.852 1.911 -3.434  0.115
H -3.357 -3.169 -2.867  0.086
H -2.087 -2.103 -3.460  0.090
H -2.011 -2.792 -1.792  0.063
H -5.270 -2.433 -2.121  0.118
C 1.783 -5.348 0.044  0.012
N 1.615 -3.915 0.225  -0.061
C 0.617 -3.174 -0.336  0.029
C 0.749 -1.817 0.057  -0.094
C -0.080 -0.698 -0.261  0.025
C -0.385 0.213 0.818  -0.119
C -0.251 -0.202 2.173  0.039
C -0.316 0.678 3.240  -0.123
C -0.626 2.045 3.004  -0.066
N -0.653 2.935 4.038  -0.050
C -0.609 2.486 5.419  -0.149
C 0.304 1.290 5.608  -0.157
C -0.024 0.176 4.614  -0.136
C -1.223 4.260 3.861  -0.148
C -0.857 4.835 2.504  -0.157
C -1.261 3.880 1.383  -0.142
C -0.879 2.463 1.662  -0.110
C -0.762 1.560 0.614  0.064
C 1.955 -1.766 0.896  -0.115
C 2.693 -0.757 1.507  -0.016
C 3.828 -1.100 2.254  -0.070
C 4.275 -2.431 2.336  -0.079
C 3.584 -3.455 1.675  -0.001
C 2.444 -3.091 0.979  -0.168
H 2.617 -5.684 0.663  0.083
H 0.862 -5.864 0.342  0.105
H 2.000 -5.585 -1.007  0.103
H -0.201 -3.661 -0.866  0.137
H -0.495 -1.391 -2.155  0.100
H -0.057 -1.251 2.402  0.139
H -0.273 3.328 6.036  0.129
H -1.630 2.226 5.753  0.143
H 1.350 1.592 5.483  0.124
H 0.182 0.919 6.628  0.121
H -0.885 -0.406 4.980  0.132
H 0.822 -0.523 4.574  0.123
H -2.324 4.208 3.967  0.143
H -0.849 4.897 4.674  0.129
H -1.363 5.795 2.386  0.121
H 0.224 5.016 2.469  0.126
H -2.352 3.934 1.235  0.120
H -0.800 4.211 0.446  0.125
H -0.916 1.890 -0.410  0.105
H 2.380 0.281 1.404  0.125
H 4.385 -0.321 2.781  0.111
H 5.172 -2.673 2.909  0.112
H 3.906 -4.495 1.678  0.107

Forces on atoms 1 to 2 (eV/Å):
-0.3 0.0 0.0
0.4 0.1 0.0

- Which of these has the lowest E_tot?
  C43H49EuI2N7OPS2

- Among the records above, which one has the highest E_tot?
  C43H49N4

- Which value of E_tot does entry 2 give?
  -1886.770532 Eh